ORCA calculation (ωB97M-V with the def2-TZVPD basis set) on a cluster of 8 separate species, C18H52O14 in total at a distorted geometry.

Charge = 0
E_HOMO = -9.84 eV
M = 492.60 g mol⁻¹
Energy relative to the best compared isomer or geometry (same formula, charge and spin) = 47.6 kJ/mol
SMILES = CC(C)O.CC(C)O.OCCO.OCCO.OCCO.OCCO.OCCO.OCCO
Gap between HOMO and LUMO = 10.366 eV

Last column: Löwdin charge in e.
Element x y z (Å)
C: 3.64591 0.41064 -0.04112  -0.0133
C: 2.22464 0.95121 0.28957  -0.4777
C: 1.06840 0.14460 -0.15186  -0.0418
O: 2.09573 1.22480 1.65522  -0.0442
H: 4.40955 1.12309 0.29277  0.0861
H: 3.72142 0.14725 -1.08413  0.0694
H: 3.82325 -0.55896 0.46860  0.0757
H: 2.17659 1.99006 -0.18160  0.1374
H: 1.07624 -0.86401 0.38608  0.0932
H: 1.19936 -0.15401 -1.19368  0.0688
H: 0.11336 0.62578 -0.07179  0.0651
H: 1.99693 0.43823 2.12895  0.0278
C: -2.78467 -4.20235 -1.48455  -0.0409
C: -2.87694 -2.70944 -1.15927  -0.4583
C: -1.54320 -2.04058 -1.34299  -0.0466
O: -3.94218 -2.15458 -1.93116  -0.0673
H: -3.80195 -4.57423 -1.43172  0.0775
H: -2.24357 -4.92608 -0.83909  0.0967
H: -2.42814 -4.29230 -2.46247  0.0594
H: -3.21676 -2.49796 -0.12494  0.1432
H: -1.14837 -2.17105 -2.37968  0.0927
H: -0.83150 -2.42130 -0.68247  0.0493
H: -1.58019 -0.92498 -1.19553  0.0817
H: -3.83496 -2.28816 -2.87571  0.1087
C: 1.42450 -4.65782 -1.80585  -0.1990
C: 1.89610 -3.42105 -2.62521  -0.2370
O: 1.09361 -3.24743 -3.77406  -0.0420
O: 2.34483 -5.05636 -0.73640  -0.0892
H: 1.37338 -5.52485 -2.44417  0.1146
H: 0.46842 -4.44662 -1.34585  0.0895
H: 2.94373 -3.62846 -2.83845  0.1187
H: 1.80837 -2.59125 -1.95544  0.0929
H: 0.85708 -2.34499 -3.83456  0.0273
H: 2.45986 -4.28402 -0.15382  0.0472
C: 2.69420 -2.58462 2.79848  -0.2211
C: 1.18820 -2.23419 2.65168  -0.1977
O: 0.99907 -0.88010 3.08383  -0.1077
O: 2.99517 -3.69868 1.98560  -0.0381
H: 2.88160 -2.74815 3.84627  0.1163
H: 3.29132 -1.73076 2.49353  0.1040
H: 0.50288 -2.96544 3.11272  0.1354
H: 1.03706 -2.28663 1.56622  0.0821
H: 0.04598 -0.66580 3.23873  0.0542
H: 3.87429 -3.91634 2.16913  0.0650
C: -0.64540 1.51537 4.01034  -0.1928
C: -0.76521 2.73724 3.06662  -0.2059
O: -0.43323 2.34530 1.74874  -0.1182
O: -1.28623 0.29409 3.56232  -0.1009
H: -0.99863 1.76933 5.00131  0.1142
H: 0.42734 1.30029 4.09505  0.1127
H: -0.22021 3.67174 3.43372  0.1337
H: -1.85843 3.05203 2.98713  0.1361
H: 0.46305 1.97877 1.72408  0.0428
H: -1.70608 0.59906 2.69574  0.0781
C: -3.39292 1.43472 0.63086  -0.1921
C: -4.12439 0.96786 -0.66444  -0.2175
O: -4.86009 -0.21467 -0.28278  -0.1171
O: -2.70090 0.30537 1.17530  -0.0877
H: -4.21754 1.76081 1.26127  0.1184
H: -2.65574 2.20544 0.39169  0.1128
H: -3.45255 0.76120 -1.45779  0.0834
H: -4.78048 1.78107 -1.04845  0.1222
H: -4.90064 -0.87499 -1.07443  0.1048
H: -3.33236 -0.40985 1.12260  0.0730
C: -0.28234 2.16796 -2.84930  -0.2486
C: -0.46438 1.11850 -3.97814  -0.2150
O: 0.53163 0.10407 -3.81167  -0.1114
O: 1.01669 2.65707 -2.86906  -0.0261
H: -0.49780 1.58323 -1.97009  0.0874
H: -1.02194 2.97559 -2.85791  0.1253
H: -0.31553 1.53274 -5.02644  0.1301
H: -1.44612 0.67065 -4.06215  0.1043
H: 1.31413 0.63210 -3.46947  0.0998
H: 1.43755 2.69070 -2.04980  0.0292
C: 1.73982 5.43636 1.54206  -0.2253
C: 0.53823 5.29717 0.56969  -0.2191
O: 0.49700 4.06677 -0.16038  -0.0817
O: 1.94245 4.23423 2.27458  -0.0958
H: 1.58782 6.17741 2.33625  0.1176
H: 2.71171 5.63134 0.99315  0.1301
H: 0.66495 6.12731 -0.16284  0.1185
H: -0.43084 5.52208 1.11170  0.1304
H: 0.06334 3.41886 0.39151  0.0235
H: 2.35565 3.61356 1.64959  0.0686